Molecular formula: C3H5N3O
Method: DFT, the ωB97M-V functional and the def2-TZVPD basis

For the HOMO energy, the calculation gives -8.49 eV. The total energy comes out at -9704.9521 eV. For the frontier orbital gap, the calculation gives 9.2 eV. The largest force on an atom comes out at 11.30 eV Å⁻¹. As for the structure (SMILES): [H]/N=c1/ccon1N. For the energy relative to the best compared isomer or geometry (same formula, charge and spin), the calculation gives 129.9 kcal per mole.

The geometry in ORCA input format:
```
! RIJCOSX wB97M-V def2-TZVPD def2/J DEFGRID3
* xyz 0 1
H 1.75392 1.74013 0.07311
N 0.67930 1.89205 -0.03151
C 0.07172 0.68543 -0.13527
C -1.40770 0.72189 0.01066
C -1.78078 -0.46876 -0.08419
O -0.64298 -1.31495 0.03676
N 0.51098 -0.48188 -0.39949
N 1.64895 -0.90373 0.02987
H -1.97478 1.66953 0.04438
H -2.83379 -0.95085 -0.00592
H 2.05303 -1.52063 -0.65302
H 1.92213 -1.06824 1.11463
*
```